Here is 2 unconnected molecules or ions with the total composition C2H7OS at a distorted geometry from OMol25. Energies are from ωB97M-V with the def2-TZVPD basis set.

Element x y z (Å)
O -0.233 4.118 -0.344
H -0.061 4.036 -1.309
C 0.202 -2.358 1.155
S -0.478 -1.347 0.024
C 0.629 -0.008 -0.769
H -0.038 -2.141 2.188
H 0.773 -3.262 0.951
H 0.004 3.219 -0.035
H 1.653 -0.381 -0.705
H 0.250 0.041 -1.786
H 0.526 0.995 -0.359

The spin multiplicity is 2. The value obtained for the HOMO energy (alpha / beta) is 0.142 / 0.044 Ha. Its charge is -2. The orbital gap (alpha / beta) comes out at 0.1005 / 0.1994 Eh. The value obtained for the energy above the lowest of the compared OMol25 structures with the same formula, charge and spin is 202.0 kJ/mol.